Entry 1:
A structure of composition C5H15N3O at a distorted geometry, computed with the ωB97M-V functional and the def2-TZVPD basis.

Computed properties:
- strongest force on any atom (eV/Å) = 5.81
- molecular weight (u) = 133.19
- energy (a.u.) = -438.90865
- orbital gap (eV) = 7.963

```
24
Properties=species:S:1:pos:R:3:forces:R:3
C -0.054863 0.551391 0.261553 -5.2544 -1.7165 -1.4913
C 0.690532 -0.671656 0.098478 5.1649 1.9507 1.8245
C -1.720707 -0.192641 -0.306545 1.1503 2.1702 0.5759
C 3.327908 0.278858 -0.419431 0.1400 0.0356 0.3976
C -2.068136 0.511683 -1.598501 -0.3078 0.0090 0.1021
N 2.213918 0.223442 0.485607 -1.1428 -2.0896 -0.8992
N 0.464751 -1.706289 1.010573 -0.4035 -0.1031 -0.1427
N -2.606304 0.123225 0.797089 -0.1970 -0.3060 0.1853
O -0.258400 0.977666 1.549096 0.2052 -0.0704 0.2425
H -1.187155 0.714746 1.781166 0.0495 0.1119 -0.2872
H 2.256552 0.778631 1.333391 -0.3275 -0.3025 -0.3174
H 0.184618 1.347883 -0.443440 -0.0076 -0.2512 0.1194
H 0.839675 -1.003758 -0.925201 0.0809 0.1186 0.0234
H -1.730576 -1.275133 -0.456175 0.6255 0.1901 0.2276
H 0.386758 -1.355218 1.958052 0.0965 -0.0089 -0.1278
H 1.163400 -2.433992 0.951637 -0.0352 0.1333 0.0465
H -3.091124 -0.704160 1.123099 -0.1425 0.3093 0.0337
H -3.256301 0.885210 0.622291 0.1096 -0.2865 -0.0371
H 4.215156 -0.252288 -0.034900 0.0387 0.0831 -0.1595
H 3.623863 1.317691 -0.625453 0.0911 -0.1239 -0.1522
H 3.082568 -0.191924 -1.377375 -0.0915 0.0835 0.0465
H -3.101833 0.307253 -1.903213 0.0748 -0.0336 -0.0436
H -1.412227 0.176803 -2.400579 0.0825 0.0966 -0.0704
H -1.962074 1.592575 -1.481219 0.0006 0.0004 -0.0967
```
Forces are in eV/Å.

Entry 2:
A cluster of 2 separate species, C5H15N3O2 in total at a distorted geometry, computed with the ωB97M-V functional and the def2-TZVPD basis.

Computed properties:
- strongest force on any atom (eV/Å) = 7.92
- molecular weight (u) = 149.19
- energy (a.u.) = -514.07027
- orbital gap (eV) = 8.352

```
25
Properties=species:S:1:pos:R:3:forces:R:3
H -3.095802 -1.502789 -1.532641 -0.0766 0.8098 -0.4678
N -3.072591 -1.697024 -0.543429 1.1996 3.3360 3.1321
N -2.826796 -0.505527 0.139339 -2.0005 -5.6434 -5.1775
C -2.651595 -0.764707 1.503886 -0.8403 -0.4094 4.3482
O -2.821797 0.590715 -0.367594 0.4567 1.0713 0.2586
H -1.592514 -1.019248 1.734002 -0.7309 0.6682 -0.1458
H -3.126012 0.041539 2.144057 1.2751 -0.3606 -0.9739
H -3.264606 -1.642591 1.842726 0.7565 0.5317 -0.9729
C 0.791992 0.774159 -1.940832 -3.3319 -1.7108 1.7418
N 1.165128 0.847779 -0.561045 0.8045 0.8430 0.4424
C 0.602499 2.007136 0.063620 0.8289 1.8348 0.9303
C 1.025878 -0.365592 0.186260 -0.4826 -0.3711 0.8878
C 2.388567 -1.114056 0.382755 -0.0693 1.8979 -2.3782
O 3.348485 -0.536407 1.264475 -0.2243 0.2347 0.1914
H -0.318169 0.320224 -1.970884 1.7275 1.3380 -0.5176
H 0.946814 1.669036 -2.460502 -0.3297 1.5397 -0.5075
H 1.366918 0.081827 -2.432475 1.5140 -1.9757 -1.1451
H 0.921080 2.878157 -0.591403 -1.0664 -0.7492 0.7647
H -0.493843 1.919380 0.255764 0.4153 0.3592 -0.4383
H 1.085944 2.271961 1.067797 -0.5087 -0.7646 -1.2080
H 0.614970 -0.109545 1.242548 0.6124 -0.4958 -1.6322
H 0.240592 -1.048093 -0.356143 1.3210 0.6945 1.0296
H 2.039200 -2.061377 0.644978 0.3763 -1.8028 1.4364
H 2.866231 -1.264724 -0.618353 -0.4353 0.2506 0.5058
H 3.859419 0.229764 0.903084 -1.1915 -1.1260 -0.1044
```
Forces are in eV/Å.

Entry 3:
A structure of composition C5H15N3Pd, computed with the ωB97M-V functional and the def2-TZVPD basis.

Computed properties:
- strongest force on any atom (eV/Å) = 0.33
- molecular weight (u) = 223.62
- energy (a.u.) = -490.87301
- <S²> = 6.01
- net charge = +2
- spin multiplicity = 5
- orbital gap (spin up / spin down) (eV) = 10.427 / 9.151

```
24
Properties=species:S:1:pos:R:3:forces:R:3
Pd 0.435689 -0.062939 1.331792 -0.1675 0.0023 -0.1220
N -0.683848 1.711539 0.758304 0.0286 0.0303 -0.0066
C -0.818368 1.728036 -0.724263 0.0397 -0.0550 0.0147
C 0.470230 1.228639 -1.361341 -0.0110 0.0318 0.0241
N 0.928947 -0.067923 -0.783031 -0.0314 -0.0001 -0.0577
C 0.351096 -1.318662 -1.355025 -0.0176 -0.0289 0.0342
C -0.987211 -1.681684 -0.728629 0.0428 0.0371 0.0105
N -0.865641 -1.683414 0.757585 -0.0057 -0.0593 -0.0128
H -0.143466 2.515444 1.078820 -0.0038 0.0044 -0.0067
H -1.591612 1.786775 1.212734 -0.0081 -0.0019 -0.0179
H -1.674217 1.110449 -0.987968 0.0258 0.0064 -0.0089
H -1.032987 2.738997 -1.072855 0.0156 -0.0101 -0.0257
H 0.349613 1.131184 -2.442222 -0.0311 0.0036 0.0105
H 1.272959 1.948160 -1.190054 -0.0256 0.0081 0.0085
H 1.938794 -0.116829 -0.890714 0.0026 0.0035 -0.0107
H 0.251611 -1.221021 -2.438046 -0.0332 0.0012 0.0094
H 1.076876 -2.112236 -1.167408 -0.0258 -0.0043 0.0041
H -1.772543 -0.978945 -0.997867 0.0253 -0.0045 -0.0080
H -1.301840 -2.665065 -1.079925 0.0140 0.0101 -0.0249
H -1.783031 -1.660866 1.198479 -0.0044 0.0089 -0.0108
H -0.427002 -2.548369 1.075833 0.0018 0.0041 -0.0059
C 1.835487 0.034878 3.045935 0.2203 0.0184 0.2490
H 1.585173 -0.617745 3.873204 -0.0203 -0.0120 -0.0285
H 2.585291 0.801598 2.886662 -0.0309 0.0058 -0.0179
```
Forces are in eV/Å.

> Which of these has the lowest energy?

C5H15N3O2

> Look up the molecular weight of the third one.

223.62 u